1.
Density functional theory data (ωB97M-V/def2-TZVPD) for a single C3H6N2O molecule.

```
12
C3H6N2O (ωB97M-V/def2-TZVPD)
C 0.533 0.042 -0.529
C 0.948 1.397 -0.076
N -1.047 -0.868 0.793
O -1.947 -1.576 -0.031
C 0.242 -1.129 0.423
N 1.338 -1.021 -0.185
H -2.196 -0.923 -0.713
H -1.196 -1.206 1.746
H 0.167 0.023 -1.547
H 1.792 1.761 -0.670
H 1.247 1.398 0.978
H 0.119 2.102 -0.190
```

Computed properties:
Energy relative to the best compared isomer or geometry (same formula, charge and spin) = 7.381 eV
HOMO energy = -7.7 eV
Total charge = 0
Total energy = -302.4219 a.u.
Gap between HOMO and LUMO = 0.30333 hartree



2.
Density functional theory data (ωB97M-V/def2-TZVPD) for C17H27ClN4O4PdS2 as an isolated structure.

```
56
C17H27ClN4O4PdS2 (ωB97M-V/def2-TZVPD)
Pd 0.599 -1.187 0.274
C 3.464 -0.180 -0.691
N 2.834 -1.092 0.294
C 3.508 -2.408 0.199
C 3.015 -0.537 1.662
C 2.293 -1.419 2.644
N 0.824 -1.484 2.342
C 0.164 -0.281 2.943
C 0.271 -2.718 2.945
H 4.534 -0.103 -0.480
H 3.004 0.799 -0.618
H 3.339 -0.574 -1.694
H 4.517 -2.335 0.612
H 3.605 -2.695 -0.846
H 2.968 -3.187 0.730
H 2.628 0.477 1.671
H 4.079 -0.509 1.916
H 2.403 -1.034 3.660
H 2.685 -2.432 2.635
H 0.237 -0.367 4.029
H -0.884 -0.245 2.658
H 0.658 0.623 2.604
H 0.620 -2.784 3.977
H 0.613 -3.591 2.392
H -0.814 -2.685 2.951
O 1.039 1.118 0.352
C 0.023 1.508 -0.312
O -0.840 0.684 -0.706
C -0.177 2.950 -0.628
C 0.785 3.898 -0.288
C 0.585 5.236 -0.595
C -0.577 5.634 -1.242
C -1.517 4.673 -1.567
C -1.341 3.339 -1.275
N -2.761 5.078 -2.258
O -2.882 6.245 -2.544
O -3.569 4.203 -2.502
H 1.688 3.582 0.219
H 1.332 5.972 -0.332
H -0.760 6.669 -1.494
H -2.098 2.619 -1.543
S -1.634 -1.822 0.656
C -2.688 -1.672 -0.704
N -3.829 -2.321 -0.620
C -4.726 -2.286 -1.783
C -4.183 -1.196 -2.711
S -2.495 -0.778 -2.139
H -4.039 -2.911 0.174
H -5.739 -2.064 -1.459
H -4.719 -3.266 -2.259
H -4.764 -0.279 -2.659
H -4.130 -1.521 -3.746
Cl 0.856 -1.669 -2.181
C 0.675 -2.827 -0.920
H 1.554 -3.429 -0.743
H -0.228 -3.418 -1.001
```

Computed properties:
Energy relative to the best compared isomer or geometry (same formula, charge and spin) = 1.580 eV
HOMO energy = -14.3 eV
Total charge = +2
Total energy = -2567.7113 a.u.
Gap between HOMO and LUMO = 0.19504 hartree



3.
Density functional theory data (ωB97M-V/def2-TZVPD) for a 6-piece molecular cluster, C13H36ClO15S5 overall.

```
70
C13H36ClO15S5 (ωB97M-V/def2-TZVPD)
Cl 19.896 4.717 10.109
O 20.648 3.489 10.197
O 19.929 5.195 8.740
O 18.526 4.449 10.498
O 20.461 5.728 10.967
O 20.169 4.129 2.918
S 19.731 4.206 4.277
O 18.572 4.976 4.599
O 19.533 2.740 4.867
C 18.309 2.048 4.522
C 18.363 1.432 3.149
C 21.068 4.647 5.332
H 17.456 2.715 4.652
H 18.221 1.293 5.303
H 18.605 2.186 2.399
H 17.402 1.002 2.863
H 19.115 0.645 3.085
H 20.616 4.864 6.300
H 21.579 5.498 4.894
H 21.715 3.777 5.401
O 22.723 11.022 8.143
S 22.131 10.027 8.969
O 21.713 10.325 10.303
O 20.900 9.499 8.145
C 20.156 8.386 8.724
C 18.905 8.187 7.944
C 23.202 8.622 9.028
H 20.004 8.593 9.785
H 20.766 7.481 8.723
H 19.133 8.073 6.880
H 18.262 9.069 7.971
H 18.383 7.306 8.303
H 22.770 7.841 9.645
H 24.143 8.993 9.430
H 23.368 8.293 8.005
O 19.124 -0.605 13.204
S 18.841 0.521 12.393
O 19.200 0.578 11.015
O 17.268 0.730 12.494
C 16.642 1.529 11.452
C 15.440 2.229 12.049
C 19.379 1.981 13.206
H 16.301 0.811 10.704
H 17.359 2.202 10.985
H 15.122 3.002 11.349
H 15.679 2.644 13.028
H 14.611 1.535 12.188
H 18.987 2.877 12.728
H 20.465 2.059 13.231
H 19.038 1.925 14.239
C 15.866 6.590 6.916
S 15.434 7.460 8.437
O 13.946 7.531 8.479
C 15.936 6.133 9.545
H 15.802 7.283 6.083
H 15.195 5.741 6.792
H 16.877 6.198 7.036
H 15.611 6.425 10.542
H 17.023 6.052 9.549
H 15.509 5.178 9.245
C 21.628 1.391 7.875
S 22.928 0.179 7.892
O 22.451 -1.001 7.124
C 24.034 1.116 6.811
H 22.041 2.373 8.126
H 20.844 1.183 8.600
H 21.193 1.502 6.878
H 23.461 1.719 6.108
H 24.722 0.438 6.314
H 24.618 1.785 7.448
```

Computed properties:
Energy relative to the best compared isomer or geometry (same formula, charge and spin) = 0.000 eV
HOMO energy = -6.8 eV
Total charge = -1
Total energy = -4096.4119 a.u.
Gap between HOMO and LUMO = 0.33006 hartree



4.
Density functional theory data (ωB97M-V/def2-TZVPD) for a 2-piece molecular cluster, CH3N5O3 overall.

```
12
CH3N5O3 (ωB97M-V/def2-TZVPD)
C 0.124 2.059 0.005
N -0.101 3.043 -0.474
N -0.204 0.044 1.235
N 0.406 0.753 0.371
N 1.421 0.385 -0.267
N 1.713 -1.013 -0.248
O 0.730 -1.722 -0.503
O 2.858 -1.286 -0.080
O -2.247 -0.601 -0.577
H -1.745 -0.998 -1.258
H -1.061 0.393 1.674
H -1.894 -1.056 0.123
```

Computed properties:
Energy relative to the best compared isomer or geometry (same formula, charge and spin) = 1.566 eV
HOMO energy (alpha / beta) = -10.8 / -10.8 eV
Total charge = 0
Total energy = -539.1213 a.u.
Gap between HOMO and LUMO (alpha / beta) = 0.33112 / 0.33109 hartree



5.
Density functional theory data (ωB97M-V/def2-TZVPD) for C3H8MnO as an isolated structure.

```
13
C3H8MnO (ωB97M-V/def2-TZVPD)
C 0.856 -1.702 0.087
O 0.625 -0.310 0.187
C -0.720 0.089 -0.064
C -0.834 1.594 -0.080
H 1.927 -1.864 0.273
H 0.256 -2.233 0.842
H 0.598 -2.065 -0.921
H -1.354 -0.352 0.723
H -1.039 -0.348 -1.026
H 0.212 2.100 -0.199
H -1.526 1.861 -0.894
H -1.287 2.186 0.729
Mn 2.287 1.045 0.341
```

Computed properties:
HOMO energy (alpha / beta) = -5.3 / -4.5 eV
Total charge = 0
Spin multiplicity = 6
Total energy = -1345.1545 a.u.
Gap between HOMO and LUMO (alpha / beta) = 0.22450 / 0.18881 hartree



6.
Density functional theory data (ωB97M-V/def2-TZVPD) for a single C2H4O3 molecule.

```
9
C2H4O3 (ωB97M-V/def2-TZVPD)
C -0.965 0.863 0.219
C 0.028 -0.112 -0.485
O -0.093 1.212 -0.815
O 2.407 -0.312 -0.233
O 1.091 -0.492 0.318
H -1.994 0.866 -0.103
H -0.632 1.205 1.161
H -0.356 -0.957 -1.246
H 2.756 0.496 0.280
```

Computed properties:
Energy relative to the best compared isomer or geometry (same formula, charge and spin) = 3.084 eV
HOMO energy (alpha / beta) = -5.8 / -10.2 eV
Total charge = 0
Spin multiplicity = 3
Total energy = -303.9674 a.u.
Gap between HOMO and LUMO (alpha / beta) = 0.25181 / 0.27911 hartree



7.
Density functional theory data (ωB97M-V/def2-TZVPD) for C34H39N3O2P2PtSe3 as an isolated structure.

```
84
C34H39N3O2P2PtSe3 (ωB97M-V/def2-TZVPD)
Pt -0.092 -0.102 0.134
O -0.760 -4.772 2.138
C -0.888 -3.491 2.764
C -2.177 -2.837 2.298
C -3.430 -3.540 2.870
O -3.404 -4.955 2.858
C -2.250 -1.407 2.853
Se -0.778 -0.152 2.547
C -2.302 -2.856 0.769
Se -0.755 -2.450 -0.369
H 0.071 -5.164 2.420
H -0.048 -2.853 2.482
H -0.909 -3.600 3.857
H -4.298 -3.185 2.298
H -3.578 -3.227 3.910
H -2.602 -5.242 2.402
H -2.279 -1.450 3.944
H -3.184 -0.949 2.521
H -3.108 -2.171 0.495
H -2.598 -3.854 0.441
N -0.370 2.040 -1.937
P 0.284 0.435 -2.020
C -0.621 -0.329 -3.387
C -1.978 -0.593 -3.195
C -2.730 -1.128 -4.227
C -2.129 -1.426 -5.443
C -0.778 -1.175 -5.633
C -0.024 -0.619 -4.610
C 1.959 0.678 -2.653
C 2.824 -0.413 -2.668
C 4.107 -0.276 -3.170
C 4.539 0.957 -3.640
C 3.687 2.050 -3.606
C 2.396 1.914 -3.117
P -0.576 2.124 -0.209
C -2.248 2.790 -0.002
C -2.875 2.629 1.232
C -4.135 3.169 1.442
C -4.775 3.865 0.425
C -4.152 4.028 -0.802
C -2.890 3.496 -1.016
C 0.506 3.493 0.263
C 1.285 3.346 1.404
C 2.124 4.377 1.803
C 2.194 5.542 1.056
C 1.425 5.684 -0.095
C 0.580 4.663 -0.489
H -1.221 2.138 -2.481
H -2.428 -0.404 -2.228
H -3.780 -1.336 -4.074
H -2.715 -1.859 -6.243
H -0.311 -1.406 -6.581
H 1.026 -0.412 -4.765
H 2.496 -1.366 -2.271
H 4.776 -1.127 -3.180
H 5.546 1.067 -4.021
H 4.027 3.015 -3.961
H 1.729 2.765 -3.076
H -2.384 2.060 2.011
H -4.622 3.037 2.399
H -5.761 4.280 0.589
H -4.648 4.571 -1.596
H -2.409 3.647 -1.975
H 1.257 2.415 1.959
H 2.734 4.260 2.688
H 2.856 6.342 1.364
H 1.489 6.591 -0.681
H -0.015 4.767 -1.389
C 2.687 -0.633 4.268
N 2.714 -1.747 3.339
C 2.752 -3.080 3.680
C 2.786 -3.784 2.527
N 2.769 -2.873 1.496
C 2.813 -3.186 0.083
C 2.727 -1.615 1.993
Se 2.749 -0.047 1.024
H 2.768 -1.031 5.276
H 1.752 -0.087 4.150
H 3.526 0.030 4.062
H 2.754 -3.404 4.704
H 2.842 -4.843 2.350
H 2.816 -4.267 -0.026
H 3.714 -2.759 -0.357
H 1.923 -2.782 -0.396
```

Computed properties:
Energy relative to the best compared isomer or geometry (same formula, charge and spin) = 0.040 eV
HOMO energy = -6.4 eV
Total charge = 0
Total energy = -9640.1752 a.u.
Gap between HOMO and LUMO = 0.24799 hartree